The following is a quantum chemistry calculation of a cluster of 2 separate species, C3H11NO in total, from the OMol25 dataset.

Last column: Löwdin charge in e.
Cartesian coordinates (Å):
C (-1.740, -1.013, 0.920)  -0.103
C (-0.621, -0.434, 0.065)  -0.322
N (-0.784, 0.999, -0.085)  -0.148
C (0.164, 1.668, -0.954)  -0.130
H (-1.386, -1.930, 1.395)  0.069
H (-2.653, -1.250, 0.372)  0.067
H (-1.982, -0.307, 1.704)  0.067
H (-0.663, -0.925, -0.923)  0.108
H (0.338, -0.672, 0.523)  0.094
H (-1.750, 1.181, -0.298)  0.095
H (0.815, 0.939, -1.421)  0.064
H (-0.373, 2.219, -1.717)  0.072
H (0.779, 2.366, -0.393)  0.068
O (3.085, -0.938, 0.584)  -0.070
H (2.750, -1.210, -0.276)  0.026
H (4.020, -0.690, 0.503)  0.043

Computed properties:
Frontier orbital gap ... 9.232 eV
Charge ... 0
SMILES string ... CCNC.O
Energy relative to the best compared isomer or geometry (same formula, charge and spin) ... 79.24 kJ/mol
E_HOMO ... -8.4 eV
E_LUMO ... 0.844 eV

=====

The following is a quantum chemistry calculation of a cluster of 3 separate species, C3H11NO2 in total, from the OMol25 dataset.

Last column: Löwdin charge in e.
Cartesian coordinates (Å):
C (-1.491, -1.410, 0.281)  0.027
C (-0.195, -1.132, 0.402)  -0.497
C (0.441, -0.724, 1.714)  -0.048
N (0.703, -1.262, -0.661)  0.072
H (-1.898, -1.803, -0.636)  0.058
H (-2.148, -1.305, 1.134)  0.059
H (-0.323, -0.594, 2.471)  0.073
H (1.110, -1.525, 2.018)  0.080
H (1.017, 0.190, 1.576)  0.057
H (1.217, -0.462, -0.984)  0.043
H (0.570, -2.055, -1.257)  0.081
O (1.865, 1.582, -1.013)  -0.054
H (1.812, 2.541, -1.081)  0.050
H (2.008, 1.428, -0.071)  0.032
O (-1.717, 1.917, -0.416)  -0.061
H (-1.018, 1.255, -0.383)  -0.004
H (-1.613, 2.388, -1.248)  0.032

Computed properties:
Frontier orbital gap ... 8.911 eV
Charge ... 0
SMILES string ... C=C(C)N.O.O
Energy relative to the best compared isomer or geometry (same formula, charge and spin) ... 59.87 kJ/mol
E_HOMO ... -8.4 eV
E_LUMO ... 0.530 eV

=====

The following is a quantum chemistry calculation of a cluster of 3 separate species, C3H11NO2 in total at a distorted geometry, from the OMol25 dataset.

Last column: Löwdin charge in e.
Cartesian coordinates (Å):
C (-0.219, -1.749, -2.265)  -0.124
C (0.784, -0.671, -1.929)  -0.179
C (1.132, -0.377, -0.679)  -0.256
N (2.048, 0.567, -0.217)  0.037
H (-1.177, -1.589, -1.786)  0.062
H (-0.421, -1.705, -3.328)  0.058
H (0.133, -2.761, -2.032)  0.072
H (1.448, -0.329, -2.706)  0.090
H (0.595, -0.869, 0.133)  0.113
H (2.406, 0.329, 0.696)  0.081
H (2.798, 0.921, -0.788)  0.087
O (-0.140, 2.684, 1.015)  -0.066
H (0.045, 1.747, 0.861)  -0.003
H (-0.827, 2.713, 1.689)  0.028
O (-2.879, -0.737, 3.157)  -0.057
H (-3.374, -0.690, 2.332)  0.034
H (-1.987, -0.486, 2.894)  0.023

Computed properties:
Frontier orbital gap ... 8.598 eV
Charge ... 0
SMILES string ... C/C=C/N.O.O
Energy relative to the best compared isomer or geometry (same formula, charge and spin) ... 79.99 kJ/mol
E_HOMO ... -8.3 eV
E_LUMO ... 0.326 eV

=====

The following is a quantum chemistry calculation of a cluster of 3 separate species, C3H11NO2 in total at a distorted geometry, from the OMol25 dataset.

Last column: Löwdin charge in e.
Cartesian coordinates (Å):
C (-0.730, 1.572, 0.513)  0.006
C (-0.176, 0.428, 0.921)  -0.410
C (-0.874, -0.279, 2.049)  -0.078
N (1.142, -0.105, 0.479)  0.101
H (-0.373, 2.316, -0.212)  0.065
H (-1.728, 1.900, 0.767)  0.060
H (-0.269, -0.355, 2.990)  0.092
H (-1.156, -1.328, 1.694)  0.100
H (-1.767, 0.240, 2.286)  0.051
H (1.543, -0.870, 0.951)  0.073
H (1.662, 0.639, 0.257)  0.030
O (-0.442, 0.448, -2.173)  -0.055
H (0.263, 0.321, -1.583)  -0.063
H (0.098, 0.385, -3.004)  0.075
O (1.089, -2.065, -2.300)  -0.133
H (1.042, -1.055, -2.280)  0.007
H (0.674, -2.192, -1.355)  0.080

Computed properties:
Frontier orbital gap ... 9.499 eV
Charge ... 0
SMILES string ... C=C(C)N.O.O
Energy relative to the best compared isomer or geometry (same formula, charge and spin) ... 159.63 kJ/mol
E_HOMO ... -8.9 eV
E_LUMO ... 0.647 eV

=====

The following is a quantum chemistry calculation of a cluster of 2 separate species, C3H11NO2 in total at a distorted geometry, from the OMol25 dataset.

Last column: Löwdin charge in e.
Cartesian coordinates (Å):
N (-2.570, -0.036, -1.258)  -0.043
C (-1.413, 0.695, -0.906)  -0.339
C (-0.600, -0.163, 0.102)  -0.181
C (0.546, 0.650, 0.719)  -0.240
O (1.410, -0.042, 1.684)  -0.110
H (-2.246, -0.631, -2.028)  0.079
H (-3.188, 0.666, -1.681)  0.076
H (-0.910, 0.919, -1.867)  0.116
H (-1.806, 1.648, -0.502)  0.121
H (-0.201, -1.083, -0.366)  0.123
H (-1.272, -0.469, 0.927)  0.115
H (0.249, 1.660, 1.060)  0.122
H (1.218, 0.773, -0.152)  0.119
H (0.862, -0.301, 2.454)  0.110
O (3.401, -1.662, 0.918)  -0.100
H (3.768, -1.701, 0.005)  0.041
H (2.752, -0.923, 0.893)  -0.010

Computed properties:
Frontier orbital gap ... 10.521 eV
Charge ... 0
SMILES string ... NCCCO.O
Energy relative to the best compared isomer or geometry (same formula, charge and spin) ... 82.50 kJ/mol
E_HOMO ... -9.7 eV
E_LUMO ... 0.796 eV

=====

The following is a quantum chemistry calculation of a cluster of 2 separate species, C3H11NO2 in total at a distorted geometry, from the OMol25 dataset.

Last column: Löwdin charge in e.
Cartesian coordinates (Å):
C (0.207, -1.699, 0.700)  -0.129
N (0.294, -1.021, -0.628)  -0.142
C (0.372, 0.439, -0.769)  -0.183
C (-1.144, 0.811, -1.155)  -0.226
O (-2.062, -0.134, -0.660)  -0.080
H (-0.826, -2.210, 0.941)  0.091
H (0.229, -1.069, 1.582)  0.054
H (0.850, -2.633, 0.892)  0.093
H (1.005, -1.547, -1.024)  0.067
H (1.003, 0.974, -0.013)  0.078
H (1.028, 0.682, -1.673)  0.122
H (-1.524, 1.764, -0.876)  0.093
H (-1.000, 0.700, -2.307)  0.130
H (-1.781, -0.979, -0.959)  0.046
O (1.329, 2.208, 2.164)  -0.102
H (1.618, 1.304, 1.796)  0.056
H (0.401, 2.412, 1.991)  0.031

Computed properties:
Frontier orbital gap ... 9.947 eV
Charge ... 0
SMILES string ... CNCCO.O
Energy relative to the best compared isomer or geometry (same formula, charge and spin) ... 210.56 kJ/mol
E_HOMO ... -9.2 eV
E_LUMO ... 0.726 eV

=====

The following is a quantum chemistry calculation of a cluster of 2 separate species, C3H11NO2 in total at a distorted geometry, from the OMol25 dataset.

Last column: Löwdin charge in e.
Cartesian coordinates (Å):
N (0.137, 3.160, -0.501)  -0.018
C (-0.082, 2.010, 0.386)  -0.292
C (-1.312, 1.151, 0.041)  -0.179
C (-1.219, -0.246, 0.659)  -0.237
O (-2.487, -0.635, 1.250)  -0.086
H (-0.238, 3.006, -1.428)  0.054
H (-0.280, 4.000, -0.123)  0.058
H (-0.240, 2.392, 1.393)  0.113
H (0.848, 1.446, 0.380)  0.103
H (-2.241, 1.590, 0.385)  0.110
H (-1.309, 1.146, -1.057)  0.105
H (-0.955, -1.048, 0.001)  0.107
H (-0.526, -0.208, 1.445)  0.093
H (-3.139, -0.503, 0.560)  0.070
O (4.377, -4.558, -1.463)  -0.063
H (4.386, -5.519, -1.371)  0.034
H (3.681, -4.253, -0.876)  0.029

Computed properties:
Frontier orbital gap ... 10.118 eV
Charge ... 0
SMILES string ... NCCCO.O
Energy relative to the best compared isomer or geometry (same formula, charge and spin) ... 73.84 kJ/mol
E_HOMO ... -9.3 eV
E_LUMO ... 0.819 eV

=====

The following is a quantum chemistry calculation of a cluster of 2 separate species, C3H11NO2 in total at a distorted geometry, from the OMol25 dataset.

Last column: Löwdin charge in e.
Cartesian coordinates (Å):
N (1.496, -0.606, 0.764)  0.000
C (0.607, -0.169, -0.291)  -0.302
C (-0.681, -0.988, -0.430)  -0.195
C (-1.642, -0.927, 0.740)  -0.255
O (-1.994, 0.439, 1.022)  -0.075
H (2.222, -1.279, 0.566)  0.063
H (1.069, -0.780, 1.660)  0.056
H (0.401, 0.882, -0.122)  0.081
H (1.089, -0.227, -1.256)  0.104
H (-0.377, -1.999, -0.697)  0.107
H (-1.197, -0.695, -1.356)  0.112
H (-1.279, -1.401, 1.648)  0.108
H (-2.569, -1.374, 0.400)  0.110
H (-1.358, 0.809, 1.640)  0.078
O (1.350, 3.073, -1.217)  -0.058
H (0.718, 2.708, -1.838)  0.029
H (2.145, 2.533, -1.233)  0.035

Computed properties:
Frontier orbital gap ... 9.864 eV
Charge ... 0
SMILES string ... NCCCO.O
Energy relative to the best compared isomer or geometry (same formula, charge and spin) ... 59.94 kJ/mol
E_HOMO ... -9.0 eV
E_LUMO ... 0.828 eV

=====

The following is a quantum chemistry calculation of a cluster of 3 separate species, C3H11NO2 in total at a distorted geometry, from the OMol25 dataset.

Last column: Mulliken spin population.
Cartesian coordinates (Å):
C (-2.532, -1.241, -0.427)  0.008
C (-1.776, 0.110, -0.404)  0.061
C (-1.651, 0.978, 1.879)  -0.056
N (-2.160, 0.956, 0.740)  0.797
H (-2.084, -2.052, -1.011)  0.006
H (-2.726, -1.586, 0.583)  -0.002
H (-3.507, -0.991, -0.853)  0.000
H (-2.056, 0.713, -1.282)  0.031
H (-0.669, 0.086, -0.410)  0.041
H (-0.789, 0.327, 2.094)  0.067
H (-1.855, 1.655, 2.722)  0.045
H (3.938, 1.852, -0.852)  0.000
H (3.520, 0.260, -0.988)  0.000
O (4.006, 1.018, -1.330)  0.000
H (2.833, -1.972, -0.782)  0.000
H (2.941, -1.762, 0.633)  0.000
O (2.475, -1.358, -0.116)  0.000

Computed properties:
Frontier orbital gap (spin up / spin down) ... 8.109 / 4.616 eV
Charge ... +1
2S+1 ... 2
Energy relative to the best compared isomer or geometry (same formula, charge and spin) ... 181.44 kJ/mol
E_HOMO (spin up / spin down) ... -13.4 / -13.4 eV
E_LUMO (spin up / spin down) ... -5.271 / -8.763 eV

=====

The following is a quantum chemistry calculation of a cluster of 3 separate species, C3H11NO3 in total at a distorted geometry, from the OMol25 dataset.

Last column: Löwdin charge in e.
Cartesian coordinates (Å):
N (-1.290, 1.801, -0.679)  0.005
C (-0.407, 0.943, -1.422)  -0.316
C (-0.099, -0.348, -0.699)  -0.166
C (-1.298, -1.165, -0.290)  -0.274
O (-2.430, -0.949, -0.616)  0.053
H (-2.140, 1.304, -0.421)  0.056
H (-1.689, 2.571, -1.207)  0.073
H (-0.668, 0.702, -2.466)  0.113
H (0.546, 1.458, -1.593)  0.108
H (0.409, -0.205, 0.257)  0.118
H (0.518, -0.994, -1.324)  0.120
H (-1.032, -1.999, 0.375)  0.114
O (4.480, -3.334, -0.554)  -0.060
H (4.245, -4.239, -0.779)  0.031
H (3.937, -3.117, 0.209)  0.028
O (-0.797, 2.636, 3.452)  -0.062
H (-1.731, 2.831, 3.539)  0.026
H (-0.554, 2.104, 4.218)  0.031

Computed properties:
Frontier orbital gap ... 9.739 eV
Charge ... 0
SMILES string ... NCCC=O.O.O
Energy relative to the best compared isomer or geometry (same formula, charge and spin) ... 173.66 kJ/mol
E_HOMO ... -9.2 eV
E_LUMO ... 0.583 eV

=====

The following is a quantum chemistry calculation of a cluster of 3 separate species, C3H11NO3 in total at a distorted geometry, from the OMol25 dataset.

Last column: Löwdin charge in e.
Cartesian coordinates (Å):
C (-0.651, -3.383, 1.826)  -0.062
N (-0.150, -2.019, 1.598)  -0.200
C (0.191, -1.274, 2.802)  -0.059
C (-0.690, -1.458, 0.478)  -0.368
O (-1.302, -2.025, -0.391)  0.036
H (-1.726, -3.448, 1.994)  0.093
H (-0.104, -3.829, 2.657)  0.081
H (-0.419, -4.031, 0.983)  0.086
H (-0.709, -1.097, 3.393)  0.091
H (0.550, -0.294, 2.486)  0.082
H (0.956, -1.853, 3.305)  0.086
H (-0.349, -0.398, 0.444)  0.133
O (0.813, 1.635, -7.118)  -0.050
H (1.263, 2.471, -6.960)  0.033
H (-0.113, 1.825, -7.123)  0.017
O (0.923, 6.549, 0.250)  -0.073
H (0.554, 6.992, -0.524)  0.030
H (0.965, 5.637, -0.098)  0.042

Computed properties:
Frontier orbital gap ... 10.321 eV
Charge ... 0
SMILES string ... CN(C)C=O.O.O
Energy relative to the best compared isomer or geometry (same formula, charge and spin) ... 140.56 kJ/mol
E_HOMO ... -9.6 eV
E_LUMO ... 0.744 eV

=====

The following is a quantum chemistry calculation of a cluster of 3 separate species, C3H11NO3 in total at a distorted geometry, from the OMol25 dataset.

Last column: Löwdin charge in e.
Cartesian coordinates (Å):
C (2.117, 0.144, 0.355)  -0.102
N (0.714, 0.046, -0.139)  -0.151
C (0.607, -0.123, -1.636)  -0.189
C (-0.930, 0.078, -2.026)  -0.149
O (-1.657, -0.962, -1.885)  -0.006
H (2.472, -0.829, 0.490)  0.055
H (2.706, 0.678, -0.383)  0.073
H (2.170, 0.599, 1.311)  0.071
H (0.269, 0.964, 0.108)  0.120
H (0.910, -1.151, -1.649)  0.094
H (1.321, 0.406, -2.359)  0.120
H (-1.151, 1.108, -2.452)  0.128
O (-0.725, -1.168, 1.824)  -0.040
H (-0.504, -1.804, 2.500)  0.035
H (-0.096, -1.336, 1.158)  -0.023
O (-2.479, 1.392, 1.479)  -0.091
H (-2.451, 0.381, 1.395)  0.054
H (-3.293, 1.579, 1.910)  0.001

Computed properties:
Frontier orbital gap ... 10.091 eV
Charge ... 0
SMILES string ... CNCC=O.O.O
Energy relative to the best compared isomer or geometry (same formula, charge and spin) ... 282.13 kJ/mol
E_HOMO ... -9.6 eV
E_LUMO ... 0.513 eV